*a*
# C5H6N2S

A single C5H6N2S molecule (ωB97M-V with the def2-TZVPD basis set, the OMol25 dataset).

Structure (ORCA input):
```
! wB97M-V def2-TZVPD RIJCOSX def2/J DEFGRID3
* xyz 0 1
C -1.27557 -1.55204 1.43016
C -0.15610 -1.14647 0.84556
C 1.22125 -1.71568 0.99380
C 1.27046 -0.03863 -0.51013
C -1.04135 0.87287 -0.29295
H -2.20624 -1.10474 1.32825
H -1.17431 -2.41997 2.09819
H 1.60315 -1.69360 2.06665
H 1.10972 -2.71837 0.55982
H 1.59394 0.54190 -1.32038
H -1.98768 0.77669 0.23311
N 1.98458 -0.87980 0.06838
N -0.08214 -0.07173 -0.02391
S -0.77299 2.17241 -1.25472
*
```

Output
E_HOMO in eV: -8.59
SMILES string: C=C1CN=CN1C=S
LUMO level in eV: -0.23
Orbital gap in eV: 8.35

---

*b*
# C5H6N2S

A single C5H6N2S molecule (ωB97M-V with the def2-TZVPD basis set, the OMol25 dataset).

Structure (ORCA input):
```
! wB97M-V def2-TZVPD RIJCOSX def2/J DEFGRID3
* xyz 0 1
C -2.51174 0.37291 0.00244
C -0.31339 -0.72932 -0.00411
C 1.06832 -0.79952 0.00388
C 1.95084 0.30836 0.00183
C 3.35265 -0.05632 -0.00508
H -2.89189 0.91320 0.87691
H -2.87601 -0.66488 -0.00875
H -2.87807 0.90935 -0.87604
H -0.54321 1.23777 0.00599
H -0.87750 -1.66501 0.00737
H 1.52069 -1.77291 -0.00997
N -1.04998 0.36301 0.00144
N 4.47081 -0.35069 0.00463
S 1.57848 1.93404 -0.00053
*
```

Output
E_HOMO in eV: -8.68
SMILES string: CN/C=C\C(=S)C#N
LUMO level in eV: -0.96
Orbital gap in eV: 7.72

---

*c*
# C5H6N2S

A single C5H6N2S molecule (ωB97M-V with the def2-TZVPD basis set, the OMol25 dataset).

Structure (ORCA input):
```
! wB97M-V def2-TZVPD RIJCOSX def2/J DEFGRID3
* xyz 0 1
C 1.72163 0.08886 -0.24625
C 1.60192 1.55743 -0.17515
C 0.44759 -0.41655 -0.03781
C 0.16644 -1.88122 -0.15510
C -1.66212 0.93742 0.50388
N 0.38661 1.91661 0.24086
N -0.33508 0.79019 0.27906
S 1.47660 -2.78521 -0.98736
H 2.55808 -0.52423 -0.33102
H 2.44641 2.15641 -0.21860
H 0.21820 -2.23688 0.93764
H -0.75904 -2.14226 -0.43424
H -2.10284 1.92473 0.48462
H -2.34892 0.09696 0.53280
*
```

Output
E_HOMO (spin up / spin down) in eV: -6.83 / -6.11
LUMO level (spin up / spin down) in eV: -2.66 / -3.27
Orbital gap (spin up / spin down) in eV: 4.17 / 2.84

---

*d*
# C5H6N2S

A single C5H6N2S molecule (ωB97M-V with the def2-TZVPD basis set, the OMol25 dataset).

Structure (ORCA input):
```
! wB97M-V def2-TZVPD RIJCOSX def2/J DEFGRID3
* xyz 0 1
C -1.19430 0.54413 -0.10189
C 0.32111 0.77230 -0.65609
C 1.04232 -0.44490 -1.22432
C 0.61987 -0.32885 1.47915
C 0.10556 0.85058 0.82616
H -1.12961 -1.81310 -0.28224
H -1.82440 1.47203 -0.50192
H 0.48666 1.57931 -1.31413
H 1.10850 -0.14427 -2.29957
H 0.63837 -0.40393 2.50597
H 0.06539 1.83029 1.39806
N 1.18442 -1.48723 -0.60684
N 0.83137 -1.49550 0.83439
S -2.25526 -0.93085 -0.05675
*
```

Output
E_HOMO in eV: -8.91
SMILES string: S[C@H]1[C@H]2C=NN=C[C@@H]12
LUMO level in eV: 0.08
Orbital gap in eV: 8.99

---

Q: Which of them is the most stable? A: *b*.

---

*a*
# CH2N4O

A single CH2N4O molecule (ωB97M-V with the def2-TZVPD basis set, the OMol25 dataset).

Structure (ORCA input):
```
! wB97M-V def2-TZVPD RIJCOSX def2/J DEFGRID3
* xyz 0 1
C -0.72701 0.19553 -0.21326
H -2.54707 0.68855 0.37748
H 2.22055 -1.12841 0.06198
N -1.95863 -0.10085 0.07483
N 0.23718 1.26924 -0.13572
N 1.44431 0.69436 -0.09651
N 1.27873 -0.54360 0.23193
O 0.05195 -1.07483 -0.30072
*
```

Output
E_HOMO in eV: -9.70
SMILES string: [H]/N=c1\nn[nH]o1
LUMO level in eV: -0.70
Orbital gap in eV: 9.00

---

*b*
# CH2N4O

A single CH2N4O molecule (ωB97M-V with the def2-TZVPD basis set, the OMol25 dataset).

Structure (ORCA input):
```
! wB97M-V def2-TZVPD RIJCOSX def2/J DEFGRID3
* xyz 0 1
C -0.47268 0.89850 -0.04829
H 2.03182 -0.78652 0.48081
H -0.12572 1.94243 0.01691
N 0.38504 -0.12111 -0.05841
N -1.70471 0.38151 -0.08838
N -1.53975 -0.92163 -0.05030
N -0.28490 -1.28022 -0.09903
O 1.71090 -0.11296 -0.15332
*
```

Output
E_HOMO in eV: -10.74
SMILES string: On1cnnn1
LUMO level in eV: 0.48
Orbital gap in eV: 11.22

---

Q: Which of them is the most stable? A: *b*.

---

*a*
# C4H7NO3

A single C4H7NO3 molecule (ωB97M-V with the def2-TZVPD basis set, the OMol25 dataset).

Structure (ORCA input):
```
! wB97M-V def2-TZVPD RIJCOSX def2/J DEFGRID3
* xyz 0 1
C -2.74621 0.10955 0.29546
O -1.49657 0.76073 0.27231
C -0.42732 -0.12199 0.30326
C 0.86940 0.62726 0.21542
O 1.01130 1.79477 0.49304
C 2.07898 -0.17914 -0.21722
N 2.89108 -0.73721 0.56893
H -2.86861 -0.47634 1.22190
H -3.52020 0.88346 0.25265
H -2.85840 -0.56437 -0.57040
H -0.40569 -0.72561 1.23162
H -0.45658 -0.84575 -0.53469
O 2.43304 -0.04007 -1.54909
H 1.77529 0.54963 -1.95704
H 3.72048 -1.03492 -0.02617
*
```

Output
E_HOMO in eV: -10.30
SMILES string: [H]/N=C(\O)C(=O)COC
LUMO level in eV: 0.42
Orbital gap in eV: 10.73

---

*b*
# C4H7NO3

A single C4H7NO3 molecule (ωB97M-V with the def2-TZVPD basis set, the OMol25 dataset).

Structure (ORCA input):
```
! wB97M-V def2-TZVPD RIJCOSX def2/J DEFGRID3
* xyz 0 1
C 1.22744 -0.44309 0.21080
C -0.79962 1.35689 1.11435
C -0.34379 0.30444 0.15283
C -1.27585 -0.63453 -0.66997
N 2.15828 0.15226 -0.63873
O 1.41748 -1.51655 0.78300
O -0.34273 1.67370 -0.23230
O -1.60342 -1.77990 0.02853
H -1.91504 1.60379 1.21350
H -0.06503 1.60795 1.92349
H -0.60207 -0.79852 -1.53529
H -2.18441 -0.11501 -1.09196
H 1.99456 1.10278 -0.97946
H 3.07978 -0.21097 -0.64505
H -0.74558 -2.30321 0.36624
*
```

Output
E_HOMO in eV: -9.66
SMILES string: NC(=O)[C@@]1(CO)CO1
LUMO level in eV: 0.79
Orbital gap in eV: 10.45

---

Q: Which of them is the most stable? A: *a*.

---

*a*
# C4H7NO3

A single C4H7NO3 molecule (ωB97M-V with the def2-TZVPD basis set, the OMol25 dataset).

Structure (ORCA input):
```
! wB97M-V def2-TZVPD RIJCOSX def2/J DEFGRID3
* xyz 0 1
O 3.18959 0.31665 -0.71420
O -0.94875 -1.49794 1.32538
O 1.03165 -0.32858 -1.32307
C 2.27806 0.14768 -1.53882
C -0.40963 -0.70848 0.54601
N -0.91497 0.54849 0.38404
C 0.90760 -1.14414 -0.12549
C -2.19808 0.96630 0.90380
H 2.55777 0.45700 -2.51873
H -0.43194 1.19410 -0.26106
H 1.71383 -1.01171 0.57345
H 0.76451 -2.20564 -0.37769
H -2.01410 1.30921 1.92329
H -2.93475 0.13876 0.86858
H -2.59080 1.81830 0.33452
*
```

Output
E_HOMO in eV: -9.87
SMILES string: CNC(=O)COC=O
LUMO level in eV: 0.69
Orbital gap in eV: 10.56

---

*b*
# C4H7NO3

2 unconnected molecules or ions with the total composition C4H7NO3 (ωB97M-V with the def2-TZVPD basis set, the OMol25 dataset).

Structure (ORCA input):
```
! wB97M-V def2-TZVPD RIJCOSX def2/J DEFGRID3
* xyz 0 1
C 0.90038 -2.20479 0.23582
C 0.92992 -1.29099 -0.55979
C -2.04959 -0.25522 -0.41669
C -0.10749 0.79791 0.67996
N 0.83310 1.52559 0.19819
O 0.78990 2.25623 -0.75482
O 1.96804 1.52971 0.94270
O -1.41658 0.86833 0.11346
H 1.17334 -3.01983 0.79076
H 2.59450 2.09601 0.57868
H 0.86410 -0.83207 -1.45386
H -1.73603 -0.34597 -1.51591
H -3.16549 -0.17652 -0.47357
H -1.68151 -1.15723 0.08226
H 0.10343 0.20884 1.55282
*
```

Output
E_HOMO in eV: -8.49
SMILES string: CO/C=[N+](\[O-])O.C#C
LUMO level in eV: 0.82
Orbital gap in eV: 9.32

---

*c*
# C4H7NO3

A single C4H7NO3 molecule (ωB97M-V with the def2-TZVPD basis set, the OMol25 dataset).

Structure (ORCA input):
```
! wB97M-V def2-TZVPD RIJCOSX def2/J DEFGRID3
* xyz 0 1
C -2.00454 -0.44629 0.80072
C 0.29913 -0.35388 -0.14525
C 1.31394 0.70525 -0.38845
C -0.99420 0.04879 -0.18924
N 2.60428 0.26473 -0.50783
O 0.67713 -1.52732 0.49590
O -1.44188 0.96050 -1.11861
O 1.06267 1.89931 -0.26919
H 1.61067 -1.41053 0.74690
H -2.39031 1.12305 -0.98568
H 2.79166 -0.61565 -0.96478
H 3.26117 1.01554 -0.68503
H -1.51580 -0.74652 1.73429
H -2.68989 0.36954 1.06014
H -2.58404 -1.28650 0.41611
*
```

Output
E_HOMO in eV: -8.07
SMILES string: C/C(O)=C(\O)C(N)=O
LUMO level in eV: 0.72
Orbital gap in eV: 8.79

---

*d*
# C4H7NO3

2 unconnected molecules or ions with the total composition C4H7NO3 (ωB97M-V with the def2-TZVPD basis set, the OMol25 dataset).

Structure (ORCA input):
```
! wB97M-V def2-TZVPD RIJCOSX def2/J DEFGRID3
* xyz 0 1
C -0.84696 1.95667 1.25715
C -0.63210 0.88064 0.77736
C -0.95549 -0.20026 -1.17176
C 1.91605 0.03832 0.60165
N 2.60353 0.08884 -0.47381
O 2.96395 1.07000 -1.10833
O 3.23658 -1.03361 -0.94765
O -0.85151 -0.29260 0.22169
H -0.80167 2.93164 1.72784
H 3.86883 -0.69970 -1.62032
H -1.67131 0.60223 -1.47613
H -1.51113 -1.09087 -1.59595
H 0.01206 0.05182 -1.53671
H 1.89538 -0.89227 1.21149
H 1.36678 0.88779 1.04068
*
```

Output
E_HOMO in eV: -9.19
SMILES string: C=[N+]([O-])O.C#COC
LUMO level in eV: 0.80
Orbital gap in eV: 9.99

---

Q: Which of them is the most stable? A: *a*.